[1]
Entry from the Open Molecules 2025 dataset: 2 unconnected molecules or ions with the total composition C3H8N2O2 (the ωB97M-V functional and the def2-TZVPD basis).

As for the LUMO energy (alpha / beta): -0.3 / -0.4 eV. Its spin multiplicity is 1. The frontier orbital gap (alpha / beta) comes out at 0.3191 / 0.3120 Eh.

Last column: natural (NBO) charge in e.
Cartesian coordinates (Å):
C 2.1122 -0.8400 0.5137  -0.613
C -3.5484 0.4589 0.0494  -0.330
C 1.5006 0.6099 0.5139  -0.395
N 0.4647 0.7870 -0.2123  -0.116
N -1.7108 -0.9672 0.6680  0.386
O -2.1302 -1.8187 -0.0432  -0.316
O -2.3784 0.2066 0.7656  -0.340
H 1.3890 -1.6502 0.1359  0.229
H 2.8980 -0.8031 -0.2886  0.205
H 2.6641 -1.1448 1.3475  0.217
H -4.0511 1.1902 0.5902  0.201
H -4.3216 -0.3326 -0.0287  0.201
H -3.5802 1.0194 -0.9520  0.202
H 2.4062 1.2962 0.2972  0.228
H 1.1954 0.8774 1.6117  0.240


[2]
Entry from the Open Molecules 2025 dataset: a molecular structure, C35H34ClNOSi2W (the ωB97M-V functional and the def2-TZVPD basis).

The expectation value of S² is 2.05. As for the LUMO energy (alpha / beta): -6.4 / -6.8 eV. Its spin multiplicity is 3. The net charge is +2. The frontier orbital gap (alpha / beta) comes out at 0.2164 / 0.2091 Eh.

Last column: Mulliken spin population.
Cartesian coordinates (Å):
C -0.8099 -0.9055 5.0504  -0.066
C -1.6102 -0.2572 4.0717  0.034
C -1.8390 -1.1793 2.9954  -0.008
H -2.0355 0.7422 4.1542  0.013
C -1.1585 -2.4079 3.3157  0.145
C -0.4898 -2.2114 4.5680  -0.041
H 0.0699 -2.9818 5.0927  0.008
H -0.5579 -0.5164 6.0408  -0.010
H -2.5167 -1.0429 2.1658  0.008
H -1.1912 -3.3414 2.7555  0.021
W 0.3180 -0.7673 2.9858  1.505
Si 0.4424 -0.1283 -2.7252  0.004
C 0.6672 1.3838 -3.7559  0.003
C 1.8374 1.6810 -4.4739  0.001
H 2.7395 1.0852 -4.3292  0.000
C 1.8566 2.7370 -5.3980  -0.001
H 2.7743 2.9603 -5.9626  0.000
C 0.6925 3.5012 -5.6053  0.001
H 0.6941 4.3233 -6.3283  0.000
C -0.4737 3.2336 -4.8709  -0.001
H -1.3800 3.8410 -5.0213  0.000
C -0.4732 2.1922 -3.9393  0.001
H -1.3806 2.0066 -3.3612  0.000
C 0.8071 -1.5525 -3.9116  0.002
C 0.1337 -1.5545 -5.1551  0.001
H -0.5525 -0.7442 -5.4246  0.000
C 0.3479 -2.5763 -6.0898  0.000
H -0.1842 -2.5720 -7.0464  0.000
C 1.2399 -3.6190 -5.7986  0.000
H 1.3964 -4.4394 -6.5121  0.000
C 1.9157 -3.6183 -4.5650  0.001
H 2.6100 -4.4276 -4.3253  0.000
C 1.7024 -2.6028 -3.6250  0.000
H 2.2532 -2.6060 -2.6783  0.000
H -1.0093 -0.1922 -2.6174  0.000
Si 0.2931 -0.0284 0.2331  0.130
C -0.5624 -1.6876 0.2199  0.032
C -1.8087 -1.6835 -0.4535  0.118
H -2.2770 -0.7278 -0.6967  -0.001
C -2.3872 -2.8569 -0.9378  -0.015
H -3.3403 -2.8073 -1.4810  0.001
C -1.7368 -4.0790 -0.7193  0.044
H -2.2013 -4.9934 -1.0810  0.003
C -0.4806 -4.1187 -0.1070  -0.015
H 0.0259 -5.0820 0.0525  0.000
C 0.1281 -2.9198 0.2947  0.017
H 1.1552 -2.9318 0.6595  -0.021
C -0.6415 1.5596 0.3005  0.004
C -1.9229 1.6832 0.8506  0.034
H -2.3107 0.9577 1.5741  -0.031
C -2.7323 2.7460 0.4374  -0.001
H -3.7523 2.8289 0.8157  0.000
C -2.2616 3.6774 -0.4985  0.004
H -2.9132 4.4742 -0.8754  0.000
C -0.9442 3.5914 -0.9653  0.001
H -0.5580 4.3039 -1.6938  0.000
C -0.1150 2.5590 -0.5353  0.016
H 0.9151 2.4770 -0.8983  -0.001
H 1.0041 -0.0668 -1.0278  0.005
Cl 2.1905 0.0104 1.1953  -0.002
O -0.7532 2.6243 3.8308  0.012
C 0.5311 2.9810 4.3442  0.011
C 1.2398 1.7575 4.8339  0.063
C 1.6236 1.5761 6.1566  -0.043
C 2.2486 0.3868 6.5450  0.045
C 2.4981 -0.6032 5.6162  -0.011
C 2.0311 -0.4352 4.2982  0.104
N 1.2670 0.7171 3.9677  -0.073
H -1.2146 3.4451 3.5663  0.000
H 0.4209 3.6881 5.1817  0.000
H 1.1450 3.4299 3.5469  0.002
H 1.4046 2.3884 6.8474  -0.002
H 2.5240 0.2820 7.5981  0.001
H 2.9742 -1.5507 5.8822  0.000
H 2.4579 -1.0157 3.4463  -0.054


What ΔE to the lowest compared entry with this formula, charge and spin values result from the calculations? In sequence: 207.8 4.3 kcal/mol.